Entry 1:
This record from OMol25 describes the molecule C5H8O in a non-equilibrium geometry. The level of theory is the ωB97M-V functional and the def2-TZVPD basis.

Geometry as XYZ:
```
14
Properties=species:S:1:pos:R:3:forces:R:3
C 2.881084 0.140843 -0.217461 0.1 0.1 0.3
C 1.479136 -0.202347 -0.268655 -0.6 0.0 0.0
C 0.283579 -0.264623 -0.136939 0.5 -0.3 -0.4
C -1.101300 -0.562726 -0.471108 -0.2 -0.1 -0.2
C -2.173028 -0.063003 0.486432 -0.1 -0.4 0.0
O -2.108831 1.330842 0.685040 0.2 0.1 0.1
H 2.922423 0.490059 0.814842 0.9 0.5 -0.1
H 3.581551 -0.691328 -0.315163 -0.2 0.0 -0.1
H 3.114089 0.918719 -0.957531 0.1 -0.1 0.4
H -1.254484 -0.100175 -1.451071 -0.3 -0.2 0.0
H -1.157193 -1.651198 -0.580148 -0.3 0.1 -0.1
H -3.147051 -0.268029 0.033077 0.1 0.0 0.2
H -2.120931 -0.612711 1.438383 0.0 0.1 -0.1
H -1.199039 1.535676 0.940301 -0.1 0.1 0.0
```
Positions in Å, forces in eV/Å.

Gap between HOMO and LUMO (eV): 10.304
Energy (a.u.): -270.4764
Strongest force on any atom (Eh/bohr): 0.01987
HOMO (Ha): -0.350
Relative energy (zero: lowest compared OMol25 entry of this formula, charge and spin) (eV): 2.2163


Entry 2:
This record from OMol25 describes a structure of composition C35H48N4OReSi2Te. The level of theory is the ωB97M-V functional and the def2-TZVPD basis.

Geometry as XYZ:
```
92
Properties=species:S:1:pos:R:3:forces:R:3
Re 0.577800 -0.443575 0.425241 -0.6 -0.1 -0.1
C -0.311713 5.105767 0.954913 0.0 0.0 0.0
C -1.280850 4.503230 1.748479 0.0 0.0 0.0
C -1.270105 3.134817 1.958595 -0.1 0.0 -0.1
C -0.287942 2.350964 1.354765 -0.1 0.0 -0.1
C 0.685977 2.949071 0.567665 0.0 0.0 0.0
C 0.673751 4.323684 0.371638 0.0 0.0 0.0
N -0.264829 0.914745 1.585634 0.2 -0.1 -0.1
N -0.909509 0.621546 2.686954 0.0 -0.1 0.2
C -0.815423 -0.682972 3.005330 0.0 0.1 -0.1
C -1.377359 -1.189562 4.192487 0.0 -0.1 0.0
C -1.168420 -2.504249 4.502004 0.0 0.0 0.0
C -0.400406 -3.307621 3.634726 0.1 0.0 0.0
C 0.100718 -2.759804 2.488844 0.0 0.0 0.1
N -0.114349 -1.461571 2.155430 0.1 0.1 -0.1
H -0.317212 6.177168 0.806731 0.0 0.0 0.0
H -2.047817 5.104525 2.218221 0.0 0.0 0.0
H -2.018204 2.673579 2.584533 0.0 0.0 0.0
H 1.466481 2.354280 0.120938 0.0 0.0 0.0
H 1.449533 4.785678 -0.225496 0.0 0.0 0.0
H -1.941251 -0.522775 4.828563 0.0 0.0 0.0
H -1.582607 -2.926090 5.407531 0.0 0.0 0.0
H -0.215830 -4.348887 3.856981 0.0 0.0 0.0
H 0.672031 -3.341507 1.778771 0.0 0.0 0.0
C 1.730043 0.299916 -1.211410 0.1 0.1 0.3
Si 1.129895 0.868816 -2.889361 0.0 0.0 -0.1
C -0.318341 2.224477 -2.897051 0.1 0.0 0.0
N -1.550318 1.979306 -2.275902 -0.1 0.0 0.0
C -2.390664 0.875753 -2.708895 0.0 0.0 0.0
C -3.870044 1.194222 -2.507462 0.0 0.0 0.0
C -4.130772 2.642947 -2.914269 0.0 0.0 0.0
C -3.336659 3.609478 -2.020167 0.0 0.0 0.0
C -2.149030 2.898541 -1.334820 0.0 0.0 0.0
C 0.561276 -0.564555 -3.944639 0.0 -0.1 0.1
C -0.180105 -0.373649 -5.115647 0.0 0.0 0.0
C -0.519559 -1.435808 -5.940512 0.0 0.0 0.0
C -0.109964 -2.722408 -5.616337 0.0 0.0 0.0
C 0.639830 -2.936042 -4.469214 0.0 0.0 0.0
C 0.966320 -1.869185 -3.643525 0.0 0.0 0.0
C 2.439839 1.865256 -3.753974 0.0 0.0 0.0
C 3.035657 2.955975 -3.110655 0.0 0.0 0.0
C 4.013025 3.710515 -3.737443 0.0 0.0 0.0
C 4.416701 3.380265 -5.025730 0.0 0.0 0.0
C 3.843285 2.299722 -5.677762 0.0 0.0 0.0
C 2.860491 1.547961 -5.047029 0.0 0.0 0.0
H 2.535240 1.002178 -0.963356 0.0 0.1 0.0
H 2.290639 -0.625342 -1.458901 0.1 0.0 -0.1
H -0.462399 2.271785 -3.986297 0.0 0.0 0.0
H 0.110370 3.162849 -2.548111 0.0 0.0 0.0
H -2.073693 -0.005125 -2.141163 0.0 0.0 0.0
H -2.161234 0.671886 -3.755732 0.0 0.0 0.0
H -4.167482 1.026920 -1.469445 0.0 0.0 0.0
H -4.451882 0.501218 -3.114455 0.0 0.0 0.0
H -5.194205 2.868971 -2.865855 0.0 0.0 0.0
H -3.834027 2.771615 -3.958315 0.0 0.0 0.0
H -3.960114 4.013779 -1.222120 0.0 0.0 0.0
H -2.963655 4.455574 -2.596494 0.0 0.0 0.0
H -2.511539 2.312714 -0.487361 0.0 0.0 0.0
H -1.398998 3.601544 -0.983892 0.0 0.0 0.0
H -0.489047 0.622196 -5.419068 0.0 0.0 0.0
H -1.091592 -1.258770 -6.841722 0.0 0.0 0.0
H -0.365755 -3.551935 -6.261969 0.0 0.0 0.0
H 0.975913 -3.934536 -4.220592 0.0 0.0 0.0
H 1.551614 -2.071539 -2.754483 0.0 0.0 0.0
H 2.737494 3.223764 -2.099468 0.0 0.0 0.0
H 4.464161 4.551545 -3.227422 0.0 0.0 0.0
H 5.181995 3.965434 -5.517873 0.0 0.0 0.0
H 4.162026 2.039445 -6.678284 0.0 0.0 0.0
H 2.424309 0.703987 -5.568519 0.0 0.0 0.0
C -2.592908 -3.045075 0.598016 0.0 0.0 0.0
Si -1.487209 -2.859145 -0.888872 -0.1 -0.1 0.0
C -2.503714 -2.580542 -2.421128 0.0 0.0 0.0
C -0.311097 -4.277984 -1.122395 0.0 0.0 0.0
O -0.521800 -1.469749 -0.625749 0.2 0.2 0.1
H -3.479508 -3.616246 0.311970 0.0 0.0 0.0
H -2.938117 -2.074380 0.964194 0.0 0.0 0.0
H -2.116506 -3.572613 1.427374 -0.1 0.0 -0.1
H -2.798527 -3.560667 -2.806876 0.0 0.0 0.0
H -1.955038 -2.071809 -3.215117 0.1 0.0 0.0
H -3.424686 -2.033228 -2.211678 0.0 0.0 0.0
H -0.860570 -5.221655 -1.082153 0.0 0.0 0.0
H 0.467290 -4.321924 -0.360692 0.0 0.0 0.1
H 0.174790 -4.221212 -2.098792 0.0 0.0 0.1
C 2.374217 -0.518796 3.878984 0.0 0.0 0.0
Te 2.884930 -0.119736 1.861636 0.1 -0.1 0.0
C 3.946840 -1.921949 1.500862 0.0 0.0 0.0
H 1.981245 -1.528221 3.962242 0.0 0.0 0.0
H 1.626887 0.212137 4.180385 0.0 0.0 0.0
H 3.268896 -0.401493 4.484334 0.0 0.0 0.0
H 4.832383 -1.920202 2.130713 0.0 0.0 0.0
H 4.237195 -1.933742 0.453270 0.0 0.0 0.0
H 3.309602 -2.770469 1.732896 0.0 0.0 0.0
```
Positions in Å, forces in eV/Å.

Gap between HOMO and LUMO (alpha / beta) (eV): 6.668 / 5.986
Energy (a.u.): -2581.5620
Strongest force on any atom (Eh/bohr): 0.01209
Multiplicity: 2
HOMO (alpha / beta) (Ha): -0.480 / -0.481
Relative energy (zero: lowest compared OMol25 entry of this formula, charge and spin) (eV): 0.6647
Charge: +2


Entry 3:
This record from OMol25 describes a cluster of 2 separate species, C6H15BrN2O2 in total in a non-equilibrium geometry. The level of theory is the ωB97M-V functional and the def2-TZVPD basis.

Geometry as XYZ:
```
26
Properties=species:S:1:pos:R:3:forces:R:3
O 3.843620 -0.934626 0.646428 -1.1 0.6 0.2
C 2.806457 -0.304226 -0.086697 1.1 -0.7 -1.5
C 1.715665 -1.279744 -0.655063 0.2 -0.8 1.0
N 0.376607 -1.092324 -0.111474 0.5 0.5 -0.8
Br 0.125687 -2.019385 1.490510 0.2 0.0 0.3
C -0.067438 0.313814 -0.022980 0.2 0.5 -0.2
C 1.078158 1.357986 -0.165992 -1.1 0.3 0.5
N 2.225512 0.848283 0.678065 0.4 -0.3 -1.2
H 4.529866 -1.099150 0.000330 0.4 -0.2 0.1
H 3.304280 0.163692 -0.966332 -0.5 0.1 0.5
H 2.034534 -2.302585 -0.367536 0.0 0.6 -0.2
H 1.738064 -1.279219 -1.765783 -0.3 0.5 0.6
H -0.838112 0.505953 -0.792909 0.4 0.0 0.5
H -0.586324 0.511016 0.949168 -0.3 -0.1 -0.8
H 1.401240 1.578288 -1.198618 0.3 -0.5 0.5
H 0.780226 2.330732 0.275730 -0.1 -0.7 -0.2
H 2.960423 1.553525 0.728552 -0.1 -0.1 0.5
H 1.890018 0.584431 1.609266 0.0 -0.1 0.0
C -4.220826 0.267700 -0.501883 -0.3 -0.7 -0.1
C -3.080914 -0.121493 0.466802 -0.8 0.6 -0.5
O -2.401964 0.986739 0.841292 0.2 -0.2 0.7
H -3.832364 0.746744 -1.405319 0.1 0.1 0.1
H -4.780101 -0.627809 -0.818463 0.0 0.1 0.0
H -4.932791 0.946820 -0.027268 0.2 0.1 0.1
H -2.497732 -0.916712 -0.072876 0.4 0.1 -0.1
H -3.571792 -0.718448 1.273051 0.1 0.2 0.2
```
Positions in Å, forces in eV/Å.

Gap between HOMO and LUMO (eV): 4.789
Energy (a.u.): -3071.4084
Strongest force on any atom (Eh/bohr): 0.03826
HOMO (Ha): -0.206
Relative energy (zero: lowest compared OMol25 entry of this formula, charge and spin) (eV): 2.5252


Entry 4:
This record from OMol25 describes a structure of composition C18H37OP3ReS in a non-equilibrium geometry. The level of theory is the ωB97M-V functional and the def2-TZVPD basis.

Geometry as XYZ:
```
61
Properties=species:S:1:pos:R:3:forces:R:3
Re -0.167556 0.993684 0.120181 1.8 -3.1 -1.9
P -2.437465 0.847852 -0.776144 -3.3 0.5 -0.8
P -0.934722 0.825583 2.361697 -1.5 0.0 3.9
P -0.434572 -1.682008 -0.098603 -0.4 -1.4 0.1
H 1.129854 3.126008 -1.238800 0.1 -0.5 -0.1
C 1.214163 2.045364 -1.430624 -1.1 0.1 -1.9
C 0.151357 1.389067 -2.142227 0.9 1.9 -0.2
H -0.645432 2.002719 -2.596625 0.4 -0.2 0.5
C -3.301620 2.388884 -1.318295 0.7 0.6 0.3
C -3.823816 0.195245 0.245515 0.5 -0.3 0.4
C -2.659110 -0.046959 -2.366580 0.8 -0.5 -0.1
C 0.308586 1.086026 3.702161 0.4 0.2 -0.7
C -2.225542 2.050355 2.864069 0.1 0.3 -0.5
C -1.698280 -0.721530 3.020225 -0.1 -0.4 -0.7
C 0.134133 -2.302120 -1.740604 0.0 0.3 -0.3
C -1.984452 -2.653457 0.104721 -0.3 0.5 0.1
C 0.639661 -2.593573 1.110096 0.2 0.5 0.2
H 2.246750 1.733465 -1.609213 -0.3 0.0 0.5
H 0.354331 0.500914 -2.750902 0.0 0.0 0.6
H -2.661653 2.990286 -1.975999 -0.2 0.0 0.1
H -3.592762 3.006232 -0.457292 0.1 -0.1 -0.2
H -4.208657 2.111366 -1.873211 0.3 -0.1 0.2
H -3.967691 0.788349 1.153842 0.0 -0.1 -0.3
H -3.673403 -0.847150 0.529614 -0.1 0.2 0.0
H -4.744976 0.256326 -0.350658 0.3 0.1 0.0
H -1.936974 0.310932 -3.102871 -0.2 -0.1 0.0
H -3.665540 0.169557 -2.746140 0.2 0.0 0.3
H -2.541845 -1.129170 -2.273393 0.0 0.2 0.0
H -0.110732 0.802298 4.676936 0.0 0.1 -0.4
H 0.601981 2.144097 3.727640 0.0 -0.2 0.0
H 1.202346 0.480839 3.503771 -0.1 0.1 0.2
H -2.646414 1.775635 3.842208 0.3 0.0 -0.3
H -3.046757 2.108261 2.139278 0.2 0.0 0.3
H -1.784557 3.052349 2.943315 0.0 -0.2 0.0
H -1.884123 -0.607565 4.097914 0.1 0.2 -0.3
H -1.033175 -1.580751 2.885154 -0.1 0.1 0.1
H -2.654844 -0.935965 2.537632 0.1 0.1 0.1
H 0.838250 -3.125915 -1.572154 -0.2 0.1 -0.1
H 0.638470 -1.536042 -2.340865 -0.2 -0.3 0.1
H -0.728379 -2.673934 -2.308165 0.2 0.1 0.1
H -1.712337 -3.717020 0.088015 0.1 0.2 -0.1
H -2.688898 -2.457112 -0.709860 0.1 -0.1 0.2
H -2.458220 -2.440173 1.067816 0.1 -0.2 -0.2
H 1.543346 -2.951977 0.605117 -0.2 0.0 0.1
H 0.091418 -3.455905 1.510260 0.1 0.2 -0.1
H 0.943088 -1.955987 1.946210 0.0 -0.2 0.0
C 3.803457 -0.599930 -0.877506 0.6 0.5 -0.4
C 4.769684 -0.956960 0.093717 1.3 -0.4 0.6
C 6.117308 -1.046591 -0.255761 -1.3 -0.2 1.4
C 6.527609 -0.788757 -1.567810 0.5 -0.1 0.1
C 5.565913 -0.469763 -2.546515 -1.5 0.3 -0.7
C 4.213420 -0.393435 -2.221799 0.6 0.3 -0.8
S 2.166478 -0.477966 -0.395362 0.5 -0.1 0.3
H 0.589672 1.921483 1.262458 -0.1 0.3 -0.3
H 4.413256 -1.148139 1.104995 0.5 0.0 -0.1
H 6.846342 -1.320942 0.504777 -0.1 0.1 -0.1
H 7.590274 -0.846655 -1.822520 -0.3 0.0 0.0
H 5.895957 -0.290130 -3.570741 -0.2 -0.1 0.2
H 3.458890 -0.177860 -2.978419 0.4 0.0 0.0
O -1.139520 3.976747 0.140301 1.7 -5.5 -0.1
C -0.801969 2.851519 0.126021 -2.1 6.6 0.6
```
Positions in Å, forces in eV/Å.

Gap between HOMO and LUMO (alpha / beta) (eV): 7.120 / 5.446
Energy (a.u.): -2282.1100
Strongest force on any atom (Eh/bohr): 0.13587
Multiplicity: 4
HOMO (alpha / beta) (Ha): -0.809 / -0.810
Relative energy (zero: lowest compared OMol25 entry of this formula, charge and spin) (eV): 2.6024
Charge: +4